A cluster of 2 separate species, C4H13NOS in total. Source: OMol25; level of theory: ωB97M-V/def2-TZVPD.

## Properties
Charge: +1
Energy relative to the best compared isomer or geometry (same formula, charge and spin) in kcal per mole: 32.22
HOMO-LUMO gap (spin up / spin down) in Eh: 0.372 / 0.190
HOMO level (spin up / spin down) in eV: -13.27 / -13.26
F_max in Eh/bohr: 0.0657
LUMO (spin up / spin down) in eV: -3.14 / -8.10
Spin multiplicity: 2

Positions of all 20 atoms, in Å:
C  1.482  0.241  -1.675
C  0.397  -0.623  -1.022
C  0.231  0.039  0.397
S  -0.100  -1.351  1.497
C  -0.141  -0.517  3.141
N  0.965  1.694  -1.610
H  1.611  -0.020  -2.817
H  2.475  0.232  -1.126
H  0.922  -1.631  -1.018
H  -0.452  -0.719  -1.659
H  -0.618  0.741  0.422
H  1.235  0.573  0.643
H  0.737  0.242  3.214
H  -1.064  0.083  3.263
H  -0.171  -1.283  3.922
H  0.405  1.747  -2.484
H  1.773  2.281  -1.691
H  -1.753  0.731  -2.154
H  -3.135  1.108  -2.327
O  -2.367  1.353  -1.740

Löwdin charges in e:
1 C -0.267
2 C -0.281
3 C -0.425
4 S 1.165
5 C -0.287
6 N -0.008
7 H 0.147
8 H 0.128
9 H 0.123
10 H 0.084
11 H 0.104
12 H 0.140
13 H 0.107
14 H 0.076
15 H 0.050
16 H 0.082
17 H 0.061
18 H -0.005
19 H 0.080
20 O -0.073

=====

A structure of composition C30H30AuBClFN4OP. Source: OMol25; level of theory: ωB97M-V/def2-TZVPD.

## Properties
Charge: +1
Energy relative to the best compared isomer or geometry (same formula, charge and spin) in kcal per mole: 0.00
HOMO-LUMO gap (spin up / spin down) in Eh: 0.268 / 0.252
HOMO level (spin up / spin down) in eV: -9.74 / -12.06
F_max in Eh/bohr: 0.0037
LUMO (spin up / spin down) in eV: -2.44 / -5.20
Spin multiplicity: 3

Positions of all 70 atoms, in Å:
Au  0.338  1.476  -0.292
Cl  -0.186  2.331  2.410
C  0.067  0.794  3.207
C  0.350  0.806  4.558
C  0.581  -0.400  5.206
C  0.537  -1.594  4.504
C  0.231  -1.592  3.151
C  -0.021  -0.395  2.484
P  -0.593  -0.357  0.771
C  -0.379  -1.996  0.069
C  0.906  -2.531  -0.012
C  1.091  -3.795  -0.545
C  0.000  -4.520  -1.008
C  -1.279  -3.985  -0.937
C  -1.474  -2.722  -0.396
C  -2.366  -0.036  0.887
C  -3.089  -0.467  1.998
C  -4.453  -0.232  2.066
C  -5.098  0.433  1.032
C  -4.381  0.863  -0.076
C  -3.018  0.629  -0.149
H  0.398  1.745  5.092
H  0.809  -0.398  6.263
H  0.735  -2.530  5.007
H  0.175  -2.527  2.609
H  1.755  -1.957  0.335
H  2.087  -4.212  -0.604
H  0.148  -5.507  -1.425
H  -2.127  -4.553  -1.294
H  -2.474  -2.312  -0.330
H  -2.591  -0.980  2.811
H  -5.012  -0.562  2.931
H  -6.161  0.624  1.094
H  -4.881  1.390  -0.877
H  -2.461  0.972  -1.014
B  -1.421  4.858  -2.316
C  -0.254  4.143  -1.541
N  0.513  3.502  -0.952
H  -1.159  4.787  -3.498
H  -2.396  4.177  -2.031
H  -1.536  5.985  -1.924
C  -0.740  0.353  -5.807
N  -0.098  0.279  -4.509
C  1.007  -0.598  -4.176
C  1.273  -0.227  -2.724
O  2.151  -0.656  -2.022
N  0.323  0.705  -2.353
C  -0.439  0.989  -3.431
N  -1.445  1.854  -3.434
H  -0.126  -0.183  -6.525
H  -0.814  1.388  -6.144
H  -1.732  -0.101  -5.791
H  1.888  -0.404  -4.789
H  0.740  -1.654  -4.253
H  -1.531  2.568  -2.719
H  -1.893  2.085  -4.306
F  4.069  -1.910  4.077
C  3.850  -0.978  3.134
C  3.955  -1.339  1.799
C  3.708  -0.388  0.834
C  3.344  0.938  1.185
C  3.091  1.908  0.199
C  3.274  1.258  2.565
C  3.530  0.312  3.532
H  4.237  -2.351  1.543
H  3.784  -0.646  -0.213
H  3.268  1.687  -0.845
H  2.895  2.936  0.470
H  3.026  2.272  2.854
H  3.493  0.549  4.586

Löwdin charges in e:
1 Au 0.855
2 Cl 0.740
3 C -0.634
4 C -0.095
5 C -0.050
6 C -0.051
7 C -0.061
8 C -0.375
9 P 0.972
10 C -0.353
11 C -0.105
12 C -0.052
13 C -0.058
14 C -0.062
15 C -0.064
16 C -0.380
17 C -0.067
18 C -0.054
19 C -0.054
20 C -0.056
21 C -0.098
22 H 0.118
23 H 0.121
24 H 0.119
25 H 0.114
26 H 0.079
27 H 0.116
28 H 0.113
29 H 0.112
30 H 0.106
31 H 0.112
32 H 0.114
33 H 0.114
34 H 0.114
35 H 0.069
36 B -0.410
37 C -0.217
38 N -0.002
39 H 0.017
40 H 0.021
41 H 0.018
42 C -0.003
43 N -0.082
44 C -0.010
45 C -0.462
46 O 0.065
47 N 0.055
48 C -0.377
49 N 0.242
50 H 0.101
51 H 0.100
52 H 0.102
53 H 0.149
54 H 0.148
55 H 0.024
56 H 0.121
57 F 0.073
58 C -0.273
59 C -0.006
60 C -0.045
61 C -0.321
62 C 0.015
63 C -0.042
64 C -0.010
65 H 0.127
66 H 0.103
67 H 0.059
68 H 0.054
69 H 0.117
70 H 0.126